A) This record from the OMol25 dataset describes an isolated molecule of C11H18O. The level of theory is wB97M-V/def2-TZVPD.

The LUMO energy (alpha / beta) comes out at 0.7577 / 0.8648 eV. The HOMO energy (alpha / beta) is -7.1 / -6.9 eV.

Element x y z (Å)
H -0.1156 -1.9560 -2.6751
H 1.0068 -1.8392 1.8392
C -0.1593 -1.8355 -1.5859
C 0.5989 1.3508 -0.6881
C -3.2293 0.5399 -1.4765
C -1.0294 -0.7690 -1.0261
H -2.8391 -1.6436 -1.6915
H 3.5362 0.4378 0.9016
C -2.5040 -0.7396 -1.0445
C 1.8047 1.6304 0.1753
H -3.0695 1.3884 -0.7245
C -0.3274 0.2175 -0.1347
O -1.0728 0.5979 1.0423
H -2.9763 0.9114 -2.4438
C -0.2096 -0.4253 1.1509
C 0.7625 -0.8058 2.1432
H 2.7216 -0.1895 2.9038
H 0.2352 -0.7820 3.0763
C 2.4552 0.3197 0.7568
H 0.0752 2.3912 -0.8198
H 2.1402 -0.4916 0.1011
H -4.1958 0.2258 -1.6245
H -2.8950 -0.9013 -0.0677
H 1.5636 2.3413 1.0702
H 0.9170 -1.6161 -1.1587
C 1.9447 0.1852 2.2085
H 2.6127 2.1255 -0.3186
H -0.3162 -2.7853 -0.9407
H 1.4801 1.0154 2.6481
H 1.0846 1.1016 -1.5965

***

B) This record from the OMol25 dataset describes a cluster of 2 separate species, C11H18O in total. The level of theory is wB97M-V/def2-TZVPD.

The LUMO energy comes out at 0.8273 eV. As for the structure (SMILES): CCc1ccc(O)cc1.CCC. The HOMO energy is -8.3 eV.

Element x y z (Å)
O 3.6576 0.0542 0.8088
C -2.3032 -1.7611 2.3376
H -0.8739 0.2347 3.6382
C 0.6620 0.6765 -2.0775
H -2.7530 1.1730 -1.8232
C 2.9238 1.2402 -1.2597
H -1.5681 0.2784 -0.8662
H 4.1353 0.9350 0.8485
H -0.0045 -1.2656 -1.4144
H -2.9936 -1.4374 1.5956
C 1.7079 -0.6450 -0.3291
H 0.0199 0.7020 2.1489
H -0.7805 0.6829 -3.7478
C -0.8850 -1.2375 2.1929
H -0.4783 2.1399 -2.5188
C -1.9262 0.5135 -1.9044
H 1.9025 -1.5804 0.2368
H 3.7881 1.8880 -1.2655
H -2.3348 -0.3726 -2.3395
H -1.8691 0.7060 2.3715
C 1.8148 1.4623 -2.0617
C -0.9037 0.2508 2.5245
H -2.3104 -2.9012 2.6652
C 2.7750 0.2405 -0.2260
H -0.4970 -1.4286 1.2001
C 0.7539 -0.4837 -1.3272
C -0.6544 1.0136 -2.6947
H -2.7735 -1.4197 3.3001
H 1.9348 2.1556 -2.8713
H -0.1662 -1.8141 2.8585

***

Relative stability in hartree, measured from the most stable structure: A) 0.1508; B) 0.0000